ORCA calculation (ωB97M-V/def2-TZVPD) on C28H34N6O2Pt as an isolated structure at a distorted geometry.

CARTESIAN COORDINATES (ANGSTROEM)
Pt1 -0.02838 -0.11583 0.35967
C1 -0.03475 -2.48346 -2.66183
C2 -0.41168 -3.35835 -1.49359
C3 -0.04301 -4.70261 -1.48291
C4 -0.43688 -5.54356 -0.45206
C5 -1.22375 -5.04265 0.57542
C6 -1.59956 -3.69976 0.60519
C7 -2.39771 -3.16604 1.76328
C8 -1.16609 -2.86649 -0.42761
N1 -1.37803 -1.44323 -0.32660
C9 -2.64650 -0.97305 -0.44763
O1 -3.65891 -1.60303 -0.71556
C10 -2.70095 0.52215 -0.28106
C11 -3.81351 1.31737 -0.44221
C12 -3.67047 2.69151 -0.27636
C13 -2.43316 3.23754 0.05517
C14 -1.36483 2.38274 0.20704
N2 -1.52843 1.07438 0.02374
C15 0.04671 2.77334 0.60454
O2 0.30484 3.94125 0.84475
N3 0.88858 1.70089 0.60053
C16 2.27912 1.96338 0.86029
C17 2.88870 1.53913 2.03939
C18 2.12636 0.94063 3.19366
C19 4.27035 1.70148 2.16916
C20 5.02590 2.29162 1.17258
C21 4.39663 2.73993 0.01928
C22 3.02618 2.58280 -0.15416
C23 2.37500 3.05989 -1.42547
H1 0.70270 -2.97521 -3.29660
H2 0.37254 -1.52461 -2.35601
H3 -0.92086 -2.26744 -3.26670
H4 0.54690 -5.09074 -2.30674
H5 -0.14554 -6.58652 -0.45686
H6 -1.55430 -5.69438 1.37701
H7 -2.55015 -3.94351 2.51225
H8 -3.36884 -2.79598 1.43613
H9 -1.88169 -2.32500 2.24020
H10 -4.74989 0.83660 -0.69251
H11 -4.53060 3.33886 -0.39418
H12 -2.27078 4.29589 0.20769
H13 1.06023 1.13958 3.13491
H14 2.50093 1.35552 4.13156
H15 2.25316 -0.14452 3.24258
H16 4.74894 1.36927 3.08458
H17 6.09605 2.40953 1.29375
H18 4.97420 3.21620 -0.76619
H19 3.12828 3.27636 -2.18337
H20 1.79175 3.96434 -1.24568
H21 1.68325 2.31460 -1.82699
C24 4.65376 -3.35910 -1.71271
C25 4.33260 -1.98819 -1.13366
C26 4.53251 -2.01003 0.38529
C27 5.23422 -0.92895 -1.75986
N4 2.93415 -1.71446 -1.52071
N5 2.42071 -0.46591 -1.06727
H22 5.69149 -3.63473 -1.51184
H23 4.49261 -3.36035 -2.79238
H24 4.01273 -4.12965 -1.26923
H25 5.57528 -2.22873 0.63492
H26 3.90540 -2.77881 0.84413
H27 4.28883 -1.04795 0.84939
H28 6.28060 -1.23498 -1.67815
H29 5.13910 0.04354 -1.26938
H30 4.99069 -0.80561 -2.81866
H31 2.31755 -2.42860 -1.14404
H32 2.40098 0.18375 -1.84178
H33 3.01532 -0.04742 -0.36114
N6 1.33812 -2.61441 1.78457
C28 0.84422 -1.70900 1.25719
H34 1.41011 -3.56878 2.08614

Summary:
2S+1 = 1
total charge = 0
HOMO level = -8.1 eV
max |F| = 0.0385 hartree/bohr
relative energy (zero: lowest compared OMol25 entry of this formula, charge and spin) = 17.9 kcal/mol
HOMO-LUMO gap = 7.81 eV